(1)
DFT (wB97M-V/def2-TZVPD) results for the molecule C15H22N4O2S3 in a non-equilibrium geometry.

Computed properties:
E_LUMO in eV: -0.23
Orbital gap in eV: 8.08
E_HOMO in eV: -8.32
Energy above the lowest of the compared OMol25 structures with the same formula, charge and spin in kJ/mol: 3.1
SMILES: CCCCNC(=O)N(O)[C@@H]1N(/N=C/c2cccs2)C(=S)SC1(C)C
DFT total energy in eV: -58471.9294

Each line ends with the Löwdin charge.
Positions of all 46 atoms, in Å:
C (-1.10637, -2.48735, -0.98193)  -0.11
C (-0.01954, -3.55967, -0.98004)  -0.25
C (1.40519, -3.01379, -0.87721)  -0.20
H (2.09065, -3.85690, -0.77242)  0.11
H (1.49725, -2.39653, 0.01763)  0.07
C (1.87463, -2.18129, -2.07485)  -0.17
N (1.21876, -0.89518, -2.15372)  0.08
C (1.45175, 0.06716, -1.24431)  -0.52
O (2.33366, 0.06200, -0.41382)  0.07
N (0.61428, 1.18287, -1.37484)  -0.05
C (0.50862, 2.10120, -0.27326)  -0.25
N (-0.73214, 1.86437, 0.46766)  -0.15
C (-1.78392, 2.66089, 0.14131)  -1.10
S (-3.36602, 2.43205, 0.51164)  0.64
S (-1.26077, 4.01339, -0.84210)  1.00
C (0.53226, 3.57900, -0.68037)  -0.69
C (1.24104, 3.80898, -2.00378)  -0.08
H (2.26530, 3.44960, -1.93463)  0.10
H (0.73771, 3.27615, -2.80581)  0.08
H (1.24998, 4.87002, -2.23940)  0.09
C (1.12835, 4.42483, 0.43801)  -0.09
H (0.62542, 4.22698, 1.38265)  0.09
H (1.02086, 5.48156, 0.20537)  0.08
H (2.18600, 4.19607, 0.55065)  0.09
N (-0.69534, 0.72453, 1.17857)  0.10
C (-1.59211, 0.32676, 1.99997)  -0.18
C (-1.38750, -0.90379, 2.69056)  -0.50
C (-2.24441, -1.51396, 3.57557)  -0.12
C (-1.73873, -2.72286, 4.07862)  -0.18
C (-0.50728, -3.02136, 3.57697)  -0.40
S (0.06566, -1.83481, 2.48164)  1.07
H (0.10138, -3.87737, 3.79197)  0.06
H (-2.26326, -3.34503, 4.78133)  0.10
H (-3.20037, -1.10122, 3.84365)  0.11
H (-2.51529, 0.85497, 2.21957)  0.06
H (1.35909, 1.84852, 0.37278)  0.16
O (-0.49755, 1.09026, -2.21568)  0.02
H (-1.24719, 0.70288, -1.72664)  0.12
H (0.45469, -0.76556, -2.79695)  0.13
H (1.69520, -2.71061, -3.01201)  0.12
H (2.94790, -1.99918, -1.96665)  0.12
H (-0.11305, -4.17311, -1.87957)  0.10
H (-0.18130, -4.21323, -0.11992)  0.10
H (-0.89059, -1.72904, -0.23201)  0.03
H (-1.19110, -2.01141, -1.95609)  0.06
H (-2.07177, -2.93179, -0.74808)  0.08

=====

(2)
DFT (wB97M-V/def2-TZVPD) results for a structure of composition C51H49IrNO4P2Sb in a non-equilibrium geometry.

Computed properties:
⟨S²⟩: 8.8014
E_LUMO (alpha / beta) in eV: -2.66 / -4.98
Orbital gap (alpha / beta) in eV: 6.18 / 5.39
E_HOMO (alpha / beta) in eV: -8.84 / -10.37
Net charge: +1
DFT total energy in eV: -91306.1434
2S+1: 6

Each line ends with the Löwdin charge.
Positions of all 109 atoms, in Å:
Ir (0.09630, 0.27250, 0.26590)  0.88
O (-1.26400, -0.90080, 4.21160)  0.18
C (-0.85130, -0.85220, 3.10300)  -0.53
O (0.15990, -0.57190, 2.47940)  -0.08
C (-2.12370, -1.40700, 1.88080)  -0.55
O (-3.07880, -1.85290, 2.42090)  0.19
O (-1.67390, -1.22490, 0.75930)  -0.15
C (2.46410, 3.17960, -0.10620)  -0.27
N (3.36570, 2.34240, 0.63470)  -0.21
C (3.74970, 1.13150, -0.02830)  -0.29
P (2.48680, -0.26470, 0.14110)  0.93
C (3.03920, -0.99920, 1.70570)  -0.38
C (3.15670, -2.37690, 1.85080)  -0.12
C (3.49790, -2.91820, 3.07700)  -0.06
C (3.74300, -2.09100, 4.15980)  -0.06
C (3.63410, -0.71650, 4.01830)  -0.05
C (3.26260, -0.17050, 2.80380)  -0.09
C (3.15680, -1.32410, -1.19310)  -0.40
C (2.36120, -1.50540, -2.32210)  -0.16
C (2.82960, -2.22230, -3.40840)  -0.08
C (4.10970, -2.75150, -3.38240)  -0.07
C (4.91400, -2.56120, -2.26970)  -0.06
C (4.44550, -1.85310, -1.17500)  -0.08
C (4.30630, 3.02210, 1.44160)  -0.25
C (3.83240, 3.82690, 2.47590)  -0.02
C (4.70470, 4.57590, 3.24020)  -0.07
C (6.06630, 4.53260, 2.98700)  -0.08
C (6.54700, 3.70990, 1.98210)  -0.07
C (5.67770, 2.95750, 1.21290)  -0.02
P (0.66330, 2.71740, 0.15780)  1.01
C (0.44130, 3.49930, 1.79010)  -0.39
C (0.28030, 4.86780, 1.99190)  -0.09
C (0.15260, 5.36010, 3.28100)  -0.06
C (0.20800, 4.50550, 4.37130)  -0.06
C (0.40750, 3.14730, 4.17860)  -0.06
C (0.52360, 2.64990, 2.89330)  -0.13
C (-0.10260, 3.80960, -1.08450)  -0.35
C (0.38080, 3.76020, -2.39190)  -0.09
C (-0.14820, 4.58160, -3.36960)  -0.06
C (-1.18250, 5.44720, -3.05620)  -0.07
C (-1.71960, 5.44740, -1.77930)  -0.07
C (-1.20080, 4.61830, -0.80160)  -0.11
H (2.67620, 3.11450, -1.18090)  0.08
H (2.57990, 4.22390, 0.19920)  0.12
H (4.66480, 0.73870, 0.42180)  0.10
H (3.91180, 1.28380, -1.10810)  0.11
H (3.00590, -3.01710, 0.99350)  0.06
H (3.57430, -3.98830, 3.18820)  0.11
H (4.01620, -2.51660, 5.11270)  0.11
H (3.83130, -0.06870, 4.85920)  0.11
H (3.13960, 0.89840, 2.70680)  0.09
H (1.37210, -1.06040, -2.34220)  0.07
H (2.20340, -2.36420, -4.27570)  0.11
H (4.48380, -3.29960, -4.23310)  0.11
H (5.91540, -2.96380, -2.25980)  0.11
H (5.07990, -1.71990, -0.30910)  0.11
H (2.77630, 3.85820, 2.68350)  0.08
H (4.31830, 5.19700, 4.03470)  0.11
H (6.74660, 5.14280, 3.55980)  0.10
H (7.60670, 3.66870, 1.77750)  0.11
H (6.07330, 2.35000, 0.41380)  0.11
H (0.25830, 5.54710, 1.15230)  0.11
H (0.01400, 6.41980, 3.43500)  0.11
H (0.10110, 4.89850, 5.37080)  0.11
H (0.46860, 2.47540, 5.02120)  0.12
H (0.68720, 1.59330, 2.73160)  0.06
H (1.17600, 3.07090, -2.64260)  0.10
H (0.25240, 4.55570, -4.37190)  0.11
H (-1.58160, 6.10170, -3.81350)  0.11
H (-2.55450, 6.08970, -1.54290)  0.11
H (-1.64500, 4.59700, 0.18180)  0.10
C (1.66420, -4.77070, -0.70730)  -0.28
Sb (0.26920, -3.19760, -0.07930)  1.38
C (-1.47710, -3.87090, -1.17400)  -0.28
C (-0.26220, -4.15950, 1.77910)  -0.26
H (1.09090, -5.64950, -0.97540)  0.01
H (2.32840, -5.02260, 0.11260)  0.00
H (2.25940, -4.46020, -1.55850)  -0.02
H (-1.72300, -4.86610, -0.81750)  0.01
H (-1.28480, -3.90020, -2.24120)  0.00
H (-2.29880, -3.19380, -0.96650)  0.00
H (-0.04990, -5.22010, 1.67940)  0.02
H (-1.31980, -4.00810, 1.96450)  0.01
H (0.31020, -3.74900, 2.60390)  0.00
C (-6.25630, 1.82830, 2.74640)  -0.06
C (-6.11650, 1.57620, 1.39000)  -0.06
C (-4.86620, 1.53200, 0.80730)  -0.01
C (-3.73310, 1.77930, 1.58610)  -0.20
C (-3.88110, 2.01330, 2.95810)  -0.02
C (-5.13380, 2.03140, 3.53470)  -0.06
C (-2.40570, 1.93350, 1.01100)  -0.06
C (-1.94350, 1.53140, -0.16840)  -0.15
C (-2.17920, 1.32170, -1.51650)  -0.26
C (-2.93120, 2.24600, -2.28780)  -0.03
C (-3.02980, 2.09530, -3.64950)  -0.06
C (-2.41190, 1.03470, -4.30700)  -0.06
C (-1.66860, 0.11650, -3.57000)  -0.07
C (-1.54380, 0.25730, -2.21020)  -0.07
H (-7.23640, 1.86480, 3.19220)  0.11
H (-6.98920, 1.41610, 0.77860)  0.11
H (-4.76000, 1.35150, -0.25230)  0.11
H (-3.00130, 2.18990, 3.56360)  0.12
H (-5.23300, 2.21340, 4.59410)  0.11
H (-1.71210, 2.40410, 1.70710)  0.08
H (-3.41480, 3.07330, -1.79180)  0.12
H (-3.59130, 2.82370, -4.21420)  0.11
H (-2.51420, 0.91570, -5.37540)  0.11
H (-1.18130, -0.70710, -4.06950)  0.11
H (-0.99420, -0.48580, -1.62480)  0.04